(1)
A molecular structure, C23H21F3NO8S4 at a distorted geometry, computed with ωB97M-V/def2-TZVPD.

```
60
Properties=species:S:1:pos:R:3:lowdin_charge:R:1
C 3.986 -2.251 3.225 -0.083
C 3.532 -1.494 2.013 -0.207
O 2.377 -0.677 2.410 0.015
C 1.778 -0.156 1.344 -0.551
C 0.869 1.017 1.452 -0.345
S -0.903 0.700 1.496 0.668
C -1.575 -0.489 2.673 -0.252
C -2.174 -1.638 2.150 -0.063
C -2.964 -2.450 2.962 -0.089
C -3.134 -2.134 4.311 -0.103
C -2.521 -0.992 4.841 -0.091
C -1.758 -0.158 4.019 -0.062
O -1.526 1.968 1.861 -0.348
O -1.265 0.065 0.248 -0.360
O 2.062 -0.585 0.205 -0.080
H 4.937 -2.721 2.984 0.073
H 4.122 -1.620 4.104 0.077
H 3.281 -3.047 3.469 0.076
H 4.314 -0.812 1.659 0.133
H 3.237 -2.169 1.206 0.124
H 1.147 1.767 2.202 0.088
H -2.045 -1.880 1.100 0.107
H -3.432 -3.334 2.527 0.099
H -3.722 -2.788 4.954 0.094
H -2.637 -0.748 5.899 0.098
H -1.302 0.751 4.404 0.114
F 0.760 -0.958 -1.874 0.083
C 1.501 0.139 -2.114 -0.764
F 2.790 -0.197 -2.282 0.084
F 1.043 0.704 -3.260 0.064
S 1.313 1.337 -0.684 1.144
N 1.380 2.866 -1.820 -0.520
S 2.976 3.593 -1.960 0.647
C 2.977 3.649 -3.754 -0.267
C 3.887 2.837 -4.431 -0.056
C 3.763 2.713 -5.815 -0.082
C 2.767 3.415 -6.498 -0.092
C 1.910 4.280 -5.808 -0.077
C 2.037 4.430 -4.425 -0.062
O 2.937 4.913 -1.393 -0.292
O 3.940 2.611 -1.542 -0.308
S 0.097 3.834 -1.269 0.619
C -1.266 2.851 -1.934 -0.265
C -1.344 2.600 -3.307 -0.068
C -2.304 1.699 -3.761 -0.085
C -3.175 1.080 -2.859 -0.080
C -3.126 1.409 -1.507 -0.078
C -2.219 2.357 -1.053 -0.074
O 0.156 3.763 0.182 -0.309
O 0.098 5.088 -1.962 -0.313
H 4.639 2.286 -3.870 0.112
H 4.445 2.059 -6.354 0.100
H 2.663 3.306 -7.580 0.098
H 1.135 4.837 -6.336 0.104
H 1.404 5.121 -3.870 0.102
H -0.624 3.052 -3.988 0.107
H -2.352 1.455 -4.822 0.099
H -3.898 0.345 -3.211 0.097
H -3.777 0.920 -0.787 0.110
H -2.214 2.682 -0.018 0.090
```

For the max |F|, the calculation gives 0.084 Eh/bohr. As for the HOMO energy: -3.83 eV. Its energy above the lowest of the compared OMol25 structures with the same formula, charge and spin is 0.0 kcal/mol. Its multiplicity is 1. As for the total charge: -1. The LUMO energy comes out at 2.695 eV.


(2)
A molecular structure, C13H18FeN2O2S3, computed with ωB97M-V/def2-TZVPD.

```
39
Properties=species:S:1:pos:R:3:lowdin_spin:R:1
Fe 0.231 0.828 0.349 3.658
C -2.955 0.564 -0.508 0.004
C -2.968 1.914 0.199 0.004
S -1.563 2.152 1.333 0.049
C -0.900 3.775 0.853 0.009
C -0.455 3.935 -0.597 0.008
S 0.769 2.701 -1.160 0.049
C 0.064 2.107 -2.725 0.006
C -1.325 1.488 -2.645 0.006
S -1.437 0.162 -1.410 0.059
H -3.801 0.503 -1.194 0.001
H -3.075 -0.256 0.202 0.000
H -3.877 2.000 0.793 0.001
H -2.976 2.737 -0.513 0.000
H -0.075 3.951 1.546 0.000
H -1.652 4.530 1.086 0.001
H 0.000 4.917 -0.716 0.000
H -1.303 3.897 -1.278 0.000
H 0.801 1.393 -3.097 0.000
H 0.063 2.941 -3.428 0.001
H -1.575 1.065 -3.618 0.001
H -2.081 2.241 -2.428 0.000
O 2.837 1.505 2.358 0.005
C 1.847 1.492 1.844 0.038
N 2.486 -5.731 2.045 0.000
C 2.169 -5.192 0.852 0.001
O 2.170 -5.782 -0.202 0.001
C 1.752 -3.730 0.846 0.007
C 1.893 -3.053 -0.362 0.001
C 1.470 -1.749 -0.452 0.015
N 0.910 -1.095 0.586 0.050
C 0.771 -1.753 1.751 0.016
C 1.178 -3.060 1.919 0.001
H 2.781 -6.695 2.058 0.000
H 2.628 -5.182 2.874 0.000
H 2.313 -3.570 -1.214 0.000
H 1.565 -1.199 -1.381 0.003
H 0.309 -1.208 2.566 0.003
H 1.012 -3.543 2.872 0.000
```

For the max |F|, the calculation gives 0.004 Eh/bohr. As for the HOMO energy (alpha / beta): -15.23 / -15.23 eV. Its energy above the lowest of the compared OMol25 structures with the same formula, charge and spin is 0.0 kcal/mol. Its multiplicity is 5. The expectation value of S² is 6.014. As for the total charge: +2. The LUMO energy (alpha / beta) comes out at -6.284 / -7.541 eV.


(3)
A molecular structure, C37H55CuF6P3Si, computed with ωB97M-V/def2-TZVPD.

```
103
Properties=species:S:1:pos:R:3:lowdin_charge:R:1
Cu 0.442 0.113 0.351 0.178
C -2.394 -3.658 0.699 -0.130
Si -1.804 -1.911 0.509 0.499
C -2.958 -0.693 1.348 -0.221
C -4.233 -1.205 1.615 -0.089
C -5.255 -0.414 2.116 -0.052
C -5.019 0.925 2.365 -0.050
C -3.756 1.450 2.132 -0.095
C -2.717 0.665 1.635 -0.317
P -1.080 1.435 1.332 1.075
C -1.394 2.798 0.126 -0.417
C -2.047 4.098 0.599 -0.197
C -2.473 4.932 -0.622 -0.177
C -1.484 4.796 -1.792 -0.193
C -0.086 4.502 -1.265 -0.187
C -0.059 3.127 -0.583 -0.227
C -0.349 2.206 2.849 -0.400
C -1.253 2.929 3.863 -0.181
C -1.915 2.011 4.895 -0.189
C -0.912 1.068 5.550 -0.188
C -0.162 0.270 4.488 -0.200
C 0.590 1.221 3.563 -0.207
C -1.688 -1.506 -1.334 -0.228
C -2.969 -1.608 -1.892 -0.091
C -3.214 -1.388 -3.239 -0.056
C -2.161 -1.065 -4.076 -0.055
C -0.880 -0.961 -3.553 -0.070
C -0.625 -1.173 -2.200 -0.331
P 1.059 -0.930 -1.521 1.058
C 1.944 0.189 -2.691 -0.432
C 2.946 1.069 -1.924 -0.219
C 3.559 2.120 -2.847 -0.192
C 4.220 1.474 -4.062 -0.196
C 3.239 0.575 -4.810 -0.189
C 2.643 -0.481 -3.879 -0.207
C 1.908 -2.556 -1.607 -0.409
C 3.304 -2.454 -0.948 -0.196
C 3.788 -3.822 -0.443 -0.185
C 3.297 -4.930 -1.368 -0.187
C 1.765 -5.043 -1.296 -0.170
C 1.102 -3.692 -0.975 -0.207
H -3.313 -3.864 0.149 0.045
H -2.552 -3.910 1.750 0.054
H -1.621 -4.324 0.309 0.039
H -4.441 -2.251 1.425 0.094
H -6.229 -0.845 2.309 0.115
H -5.804 1.560 2.753 0.116
H -3.582 2.488 2.368 0.083
H -2.065 2.317 -0.597 0.125
H -1.326 4.651 1.208 0.119
H -2.918 3.921 1.226 0.086
H -2.561 5.978 -0.322 0.114
H -3.468 4.616 -0.942 0.113
H -1.489 5.702 -2.397 0.112
H -1.793 3.981 -2.455 0.114
H 0.202 5.280 -0.553 0.119
H 0.655 4.529 -2.066 0.108
H 0.773 3.092 0.132 0.097
H 0.138 2.347 -1.326 0.087
H 0.281 2.971 2.375 0.110
H -2.004 3.532 3.352 0.087
H -0.619 3.643 4.398 0.125
H -2.694 1.407 4.427 0.094
H -2.407 2.631 5.646 0.118
H -1.427 0.399 6.242 0.115
H -0.188 1.639 6.142 0.120
H -0.872 -0.335 3.909 0.109
H 0.540 -0.421 4.954 0.092
H 1.186 0.663 2.831 0.078
H 1.301 1.800 4.161 0.128
H -3.815 -1.852 -1.255 0.100
H -4.222 -1.467 -3.626 0.114
H -2.329 -0.893 -5.131 0.114
H -0.069 -0.703 -4.221 0.092
H 1.155 0.850 -3.073 0.111
H 3.738 0.439 -1.503 0.113
H 2.447 1.554 -1.080 0.077
H 4.282 2.723 -2.295 0.115
H 2.768 2.801 -3.182 0.112
H 5.075 0.875 -3.731 0.119
H 4.614 2.242 -4.728 0.114
H 3.736 0.087 -5.649 0.115
H 2.432 1.185 -5.231 0.119
H 3.450 -1.118 -3.506 0.106
H 1.964 -1.135 -4.431 0.103
H 2.021 -2.782 -2.672 0.118
H 3.277 -1.745 -0.115 0.088
H 4.019 -2.058 -1.673 0.102
H 3.402 -4.006 0.564 0.095
H 4.876 -3.822 -0.366 0.116
H 3.757 -5.885 -1.112 0.112
H 3.611 -4.702 -2.392 0.115
H 1.481 -5.763 -0.525 0.113
H 1.379 -5.427 -2.242 0.112
H 1.063 -3.541 0.106 0.081
H 0.073 -3.689 -1.340 0.097
F -0.380 -1.896 1.306 -0.185
P 1.926 -2.993 3.433 0.326
F 2.974 -3.957 4.022 -0.018
F 1.490 -4.103 2.387 -0.106
F 2.363 -1.874 4.466 -0.100
F 0.495 -2.969 4.010 -0.028
F 2.327 -2.054 2.265 -0.052
```

For the max |F|, the calculation gives 0.002 Eh/bohr. As for the HOMO energy: -11.62 eV. Its energy above the lowest of the compared OMol25 structures with the same formula, charge and spin is 0.0 kcal/mol. Its multiplicity is 1. As for the total charge: +1. The LUMO energy comes out at -2.076 eV.


(4)
8 unconnected molecules or ions with the total composition C38H62NO24 at a distorted geometry, computed with ωB97M-V/def2-TZVPD.

```
125
Properties=species:S:1:pos:R:3:lowdin_charge:R:1
C 3.046 -2.504 -3.577 -0.095
C 2.662 -3.603 -4.735 -0.225
O 1.257 -4.050 -4.722 -0.235
C 0.906 -4.750 -3.476 -0.208
C 0.049 -6.138 -3.686 -0.101
C -1.426 -5.914 -4.385 -0.226
C -1.514 -5.259 -5.886 -0.028
C -3.065 -4.656 -5.773 -0.278
O -3.380 -3.492 -6.615 -0.060
C -3.274 -4.267 -4.181 -0.202
C -4.848 -4.010 -3.768 -0.083
C -5.285 -2.412 -3.779 -0.100
O -5.600 -1.875 -4.975 -0.052
N -2.590 -5.441 -3.491 0.087
H 3.051 -1.385 -3.969 0.092
H 4.156 -2.759 -3.229 0.065
H 2.384 -2.548 -2.613 0.074
H 3.446 -4.503 -4.765 0.143
H 2.814 -3.046 -5.780 0.141
H 1.815 -4.996 -2.779 0.145
H 0.188 -4.013 -2.870 0.131
H 0.619 -6.944 -4.336 0.146
H -0.168 -6.676 -2.643 0.136
H -1.780 -7.034 -4.597 0.166
H -1.519 -5.984 -6.810 0.151
H -0.920 -4.280 -6.142 0.136
H -3.930 -5.431 -5.956 0.170
H -2.821 -2.728 -6.246 0.132
H -2.780 -3.237 -3.903 0.181
H -5.502 -4.551 -4.598 0.142
H -5.141 -4.505 -2.725 0.132
H -5.370 -1.731 -2.830 0.135
H -2.282 -5.083 -2.560 0.188
H -3.256 -6.256 -3.424 0.198
C 6.729 1.156 -5.406 -0.024
C 6.376 0.359 -4.165 -0.345
C 7.508 0.205 -3.196 -0.100
O 7.160 -0.987 -2.511 0.070
C 6.419 -1.730 -3.391 -0.507
O 6.106 -2.894 -3.219 0.096
O 6.083 -0.991 -4.492 0.078
H 6.032 0.934 -6.221 0.095
H 6.703 2.230 -5.200 0.059
H 7.731 0.905 -5.771 0.090
H 5.486 0.785 -3.688 0.148
H 7.585 1.045 -2.499 0.139
H 8.480 0.051 -3.678 0.144
C 5.768 4.184 0.480 0.000
C 6.068 4.512 -0.970 -0.330
C 5.064 5.419 -1.612 -0.101
O 5.194 5.089 -2.985 0.077
C 5.614 3.787 -3.027 -0.461
O 5.652 3.106 -4.036 0.095
O 5.979 3.351 -1.783 0.083
H 6.281 3.267 0.786 0.102
H 6.081 5.001 1.137 0.090
H 4.697 4.014 0.638 0.059
H 7.089 4.903 -1.061 0.167
H 5.283 6.478 -1.444 0.152
H 4.031 5.215 -1.307 0.140
C -8.007 -1.370 0.894 -0.005
C -6.748 -1.899 1.553 -0.342
C -5.568 -0.984 1.436 -0.108
O -4.477 -1.883 1.547 0.064
C -4.925 -3.088 1.076 -0.515
O -4.212 -4.046 0.843 0.109
O -6.281 -3.068 0.896 0.070
H -8.705 -2.186 0.678 0.068
H -8.506 -0.639 1.537 0.102
H -7.784 -0.885 -0.063 0.087
H -6.956 -2.165 2.596 0.166
H -5.534 -0.232 2.231 0.151
H -5.498 -0.480 0.465 0.138
C -0.371 3.453 1.712 -0.012
C 1.125 3.547 1.479 -0.343
C 1.926 2.543 2.249 -0.105
O 3.188 3.181 2.355 0.046
C 2.939 4.528 2.322 -0.520
O 3.761 5.388 2.578 0.129
O 1.641 4.775 1.970 0.089
H -0.866 4.394 1.447 0.097
H -0.808 2.644 1.118 0.096
H -0.601 3.262 2.766 0.068
H 1.339 3.504 0.405 0.160
H 2.018 1.585 1.727 0.146
H 1.548 2.363 3.261 0.142
C 6.245 6.223 7.134 -0.019
C 6.237 6.116 5.622 -0.352
C 6.826 4.843 5.097 -0.114
O 7.250 5.220 3.797 0.049
C 7.524 6.560 3.858 -0.504
O 8.090 7.189 2.984 0.135
O 7.082 7.095 5.037 0.089
H 6.164 7.268 7.451 0.091
H 5.417 5.656 7.570 0.087
H 7.179 5.837 7.558 0.088
H 5.223 6.284 5.241 0.157
H 6.097 4.028 5.047 0.143
H 7.704 4.502 5.657 0.142
C -0.159 4.443 7.274 -0.017
C -0.606 5.036 5.952 -0.350
C -1.621 6.130 6.085 -0.109
O -2.285 6.079 4.834 0.071
C -2.184 4.784 4.400 -0.508
O -2.797 4.323 3.454 0.125
O -1.307 4.076 5.175 0.071
H 0.269 3.446 7.129 0.089
H 0.588 5.082 7.755 0.092
H -1.001 4.327 7.966 0.090
H 0.267 5.358 5.373 0.160
H -1.165 7.112 6.244 0.148
H -2.361 5.948 6.873 0.144
C -9.932 -7.664 2.185 -0.016
C -9.946 -6.371 1.393 -0.348
C -8.801 -5.455 1.699 -0.113
O -9.330 -4.185 1.355 0.022
C -10.685 -4.274 1.536 -0.498
O -11.447 -3.325 1.519 0.146
O -11.066 -5.571 1.743 0.094
H -10.931 -8.112 2.215 0.094
H -9.235 -8.383 1.745 0.090
H -9.631 -7.493 3.224 0.089
H -10.018 -6.590 0.321 0.162
H -7.910 -5.679 1.105 0.143
H -8.527 -5.435 2.760 0.145
```

For the max |F|, the calculation gives 0.167 Eh/bohr. As for the HOMO energy: -11.99 eV. Its multiplicity is 1. As for the total charge: +1. The LUMO energy comes out at -3.077 eV.